<i>
Density functional theory data (ωB97M-V/def2-TZVPD) for 2 unconnected molecules or ions with the total composition C2H6O3S.

XYZ file:
```
12
Properties=species:S:1:pos:R:3
C 1.23 1.51 0.12
C -1.51 -1.31 -0.42
O -3.01 0.95 -0.52
O -1.63 0.61 1.50
O 0.52 1.22 -0.94
S -1.79 0.49 0.03
H 1.31 0.55 0.64
H 0.78 2.19 0.79
H 2.14 2.09 -0.16
H -2.36 -1.72 -0.85
H -0.62 -1.40 -1.13
H -1.22 -1.95 0.46
```

The LUMO energy (alpha / beta) is -1.79 / -1.64 eV. The gap between HOMO and LUMO (alpha / beta) is 8.809 / 7.862 eV. The highest occupied orbital energy (alpha / beta) comes out at -10.6 / -9.5 eV.

Atom charges from the Löwdin analysis, given in e for atoms 1 to 4: atom 1 (C): -0.275, atom 2 (C): -0.141, atom 3 (O): -0.330, atom 4 (O): -0.365

<ii>
Density functional theory data (ωB97M-V/def2-TZVPD) for 2 unconnected molecules or ions with the total composition C2H6O3S.

XYZ file:
```
12
Properties=species:S:1:pos:R:3
O 3.02 2.71 0.21
H 3.49 3.22 0.91
H 2.95 3.33 -0.55
O -0.87 0.65 -1.02
O 0.15 -0.31 0.83
S -1.60 -2.68 -1.15
C -0.83 -0.24 -0.12
C -1.90 -1.35 0.03
H 0.80 0.44 0.77
H -0.35 -3.01 -0.74
H -1.93 -1.71 1.08
H -2.93 -1.07 -0.26
```

The LUMO energy is 0.56 eV. The gap between HOMO and LUMO is 9.931 eV. Its structure (SMILES) is O=C(O)CS.O. The highest occupied orbital energy comes out at -9.4 eV.

Atom charges from the Löwdin analysis, given in e for atoms 1 to 4: atom 1 (O): -0.090, atom 2 (H): 0.047, atom 3 (H): 0.050, atom 4 (O): 0.033

So which one is most stable? That would be <ii>, about 103.7 kcal/mol below the next structure.